{
  "formula": "C33H30N2OPReS",
  "method": "ωB97M-V/def2-TZVPD",
  "elements": ["Re", "S", "P", "O", "N", "N", "C", "C", "C", "C", "C", "C", "C", "C", "C", "C", "C", "C", "C", "C", "C", "C", "C", "C", "C", "C", "C", "C", "C", "C", "C", "C", "C", "C", "C", "C", "C", "C", "C", "H", "H", "H", "H", "H", "H", "H", "H", "H", "H", "H", "H", "H", "H", "H", "H", "H", "H", "H", "H", "H", "H", "H", "H", "H", "H", "H", "H", "H", "H"],
  "coordinates": [[0.42217, 0.00832, 0.24389], [0.16535, -3.44298, -2.52902], [-1.42272, 1.45603, -0.35466], [-1.61618, 0.39126, 3.88941], [-0.50794, -0.11641, 2.05800], [1.84751, -0.05962, -1.29829], [1.81701, -1.17148, -2.08120], [3.89023, 0.62546, -2.32189], [2.81789, -1.42164, -2.99402], [-5.37065, -0.82306, -0.43641], [-5.05626, -0.06790, 0.68582], [-4.48422, -0.89736, -1.50790], [-0.22009, -1.62334, -0.77686], [-1.31888, 2.37272, -1.88672], [1.04128, -1.69958, 3.25180], [-3.27938, -0.21893, -1.45671], [-0.40603, -1.37705, 2.87282], [-1.28912, -1.03242, 4.08004], [-1.29042, -2.54843, -0.60316], [-0.03039, 3.52059, -3.56014], [3.86552, -0.51653, -3.11763], [-1.20482, 4.02481, -4.10488], [-1.16004, 0.79663, 2.75033], [1.08950, -3.07655, 3.91318], [-0.08471, 2.69908, -2.44843], [-1.39540, 2.62669, 1.03930], [-1.61104, 4.90086, 1.82998], [-2.96768, 0.54633, -0.32876], [1.97397, -1.66563, 2.04452], [-1.35328, 2.19555, 2.38310], [-2.50405, 2.87944, -2.43248], [-3.85358, 0.62124, 0.74593], [-1.47400, 3.11196, 3.42081], [-2.43649, 3.70505, -3.54433], [-1.59688, 4.46589, 3.14279], [-1.18911, -3.57939, -1.48019], [0.65857, -2.00236, -1.79016], [-1.51956, 3.98592, 0.78085], [2.87170, 0.81849, -1.42304], [-1.67632, 5.17651, 3.95554], [2.99344, -1.92896, 2.33204], [-6.31714, -1.34892, -0.47961], [1.38006, -0.94388, 3.96831], [0.83283, 2.30101, -2.02865], [0.45255, -3.12162, 4.79916], [4.66323, -0.70300, -3.82721], [-3.34992, 4.09448, -3.97772], [-1.70393, 5.95623, 1.60699], [-0.81276, -2.20592, 2.29098], [-5.75882, 0.00524, 1.50683], [2.10356, -3.31321, 4.23393], [4.68686, 1.35357, -2.39819], [2.78018, -2.31892, -3.60114], [-1.56736, 4.34398, -0.24041], [-1.85560, -4.42640, -1.58174], [1.66556, -2.36515, 1.26178], [-2.09472, -2.45277, 0.11658], [-1.15850, 4.67086, -4.97271], [-3.64069, 1.24591, 1.60717], [-0.77224, -1.12409, 5.02863], [0.76218, -3.85692, 3.21828], [-1.45851, 2.76676, 4.44699], [-2.59537, -0.26274, -2.30013], [2.10739, -0.62376, 1.64236], [0.92343, 3.76893, -4.00649], [-2.22143, -1.58341, 4.12429], [-3.46709, 2.63080, -2.00437], [2.85364, 1.69427, -0.78702], [-4.74146, -1.47286, -2.38868]],
  "forces_ev_per_angstrom": [[-0.5, -0.9, -0.2], [0.1, -0.2, 0.0], [-0.1, 0.1, 0.0], [0.0, -0.3, 0.3], [0.0, 0.0, -0.1], [0.4, 0.3, 0.0], [-0.1, 0.0, 0.1], [0.1, 0.0, -0.1], [0.1, -0.1, -0.2], [0.0, 0.0, 0.0], [0.0, 0.0, 0.1], [0.0, 0.0, 0.0], [0.3, 0.9, 0.6], [0.0, 0.0, 0.1], [0.0, 0.1, 0.0], [0.0, 0.0, -0.1], [0.0, 0.2, 0.0], [0.0, 0.1, -0.1], [-0.1, 0.0, 0.2], [0.1, 0.0, 0.0], [0.0, -0.1, 0.0], [0.0, 0.0, 0.0], [0.2, -0.3, 0.0], [0.0, -0.1, 0.0], [0.1, -0.1, 0.0], [0.0, -0.1, 0.0], [0.0, 0.0, 0.0], [0.1, 0.0, 0.0], [-0.1, 0.1, 0.0], [0.0, 0.0, 0.0], [0.1, 0.0, -0.1], [0.0, 0.1, 0.0], [0.0, -0.1, 0.1], [0.0, 0.0, 0.0], [0.0, 0.1, 0.0], [-0.1, -0.1, -0.1], [-0.1, 0.0, -0.1], [0.0, 0.0, -0.1], [-0.2, -0.2, 0.0], [0.0, 0.0, 0.0], [0.0, 0.0, -0.1], [0.1, 0.0, 0.0], [0.0, 0.0, 0.0], [-0.1, 0.1, 0.0], [0.0, 0.0, 0.0], [-0.1, 0.0, 0.0], [0.1, 0.0, 0.0], [0.0, 0.0, 0.0], [-0.1, 0.0, 0.0], [0.0, 0.0, 0.0], [0.0, 0.0, 0.0], [0.0, -0.1, 0.0], [0.0, 0.1, 0.0], [0.0, 0.0, 0.0], [0.1, 0.1, 0.0], [0.0, 0.0, 0.0], [0.1, 0.0, -0.1], [0.0, 0.0, 0.0], [0.0, 0.0, -0.1], [0.1, 0.1, 0.1], [0.0, 0.1, 0.1], [0.0, 0.0, 0.0], [-0.1, 0.0, 0.1], [0.0, -0.1, 0.0], [0.0, 0.0, 0.0], [-0.1, 0.1, 0.0], [0.0, 0.0, 0.0], [0.0, 0.0, 0.1], [0.0, 0.0, 0.0]],
  "total_charge": 3,
  "spin_multiplicity": 4,
  "orbital_gap_ev": [7.17, 6.29],
  "largest_force_ev_per_a": 1.16
}